Model w:
Density functional theory data (wB97M-V/def2-TZVPD) for the ion C3H8N3S with charge +1.

Properties
net charge = +1

CARTESIAN COORDINATES (ANGSTROEM)
C: 0.032 -0.745 0.596
C: 1.213 -1.230 0.206
C: -1.886 0.708 -0.015
N: -0.593 0.544 0.231
N: 0.361 1.600 0.003
N: 2.076 -0.590 -0.586
S: -3.053 -0.488 -0.137
H: -0.681 -1.365 1.203
H: 1.404 -2.157 0.615
H: -2.067 1.714 -0.243
H: -0.057 2.525 -0.130
H: 0.826 1.754 0.869
H: 1.619 0.126 -1.107
H: 3.034 -0.960 -0.834
H: -2.227 -1.437 -0.669

Atomic partial charges in e from the natural (NBO) method, atoms 1 to 8: -0.25 0.08 -0.05 -0.11 -0.62 -0.77 0.21 0.24

Model x:
Density functional theory data (wB97M-V/def2-TZVPD) for the ion C3H8N3S with charge +1.

Properties
net charge = +1

CARTESIAN COORDINATES (ANGSTROEM)
C: 0.236 0.862 -0.389
C: -0.288 -0.629 -0.534
C: -0.693 -1.212 0.847
N: 0.631 -1.342 -1.257
N: 1.431 0.935 0.211
N: -0.668 1.849 -0.326
S: 2.722 -0.198 0.226
H: -1.303 -0.554 -0.943
H: 0.168 -1.369 1.576
H: -1.331 -1.948 0.544
H: -1.306 -0.531 1.426
H: 0.719 -2.280 -1.054
H: 1.689 1.802 0.660
H: -1.636 1.728 -0.686
H: -0.374 2.887 -0.300

Atomic partial charges in e from the natural (NBO) method, atoms 1 to 8: 0.55 -0.18 -0.62 -0.35 -0.68 -0.75 0.34 0.28

Order of stability, best first: model w, model x

Model w:
Density functional theory data (wB97M-V/def2-TZVPD) for a structure of composition C6H10NO.

Properties
net charge = +1

CARTESIAN COORDINATES (ANGSTROEM)
O: 1.402 -1.322 -2.439
C: 0.850 -1.982 -1.462
C: -0.208 -1.395 -0.635
C: -0.191 0.148 -0.825
C: -0.190 0.888 0.499
C: 0.729 1.952 0.687
C: -1.212 1.170 2.623
N: -1.117 0.444 1.353
H: 1.100 -3.017 -1.323
H: -0.484 -1.962 -1.655
H: -0.623 -1.797 0.259
H: 0.694 0.394 -1.460
H: -1.116 0.438 -1.391
H: 0.812 2.412 1.621
H: 1.380 2.193 -0.128
H: -1.033 2.259 2.452
H: -0.516 0.772 3.371
H: -2.278 1.089 2.969

Atomic partial charges in e from the natural (NBO) method, atoms 1 to 8: -0.60 0.27 -0.40 -0.49 0.06 0.14 -0.51 -0.01

Model x:
Density functional theory data (wB97M-V/def2-TZVPD) for the ion C6H10NO with charge +1.

Properties
net charge = +1

CARTESIAN COORDINATES (ANGSTROEM)
C: -1.190 -0.152 0.176
C: 2.260 0.577 0.232
C: 0.602 -1.789 -0.062
C: 1.974 -1.504 -0.620
C: -2.083 0.834 -0.316
C: 1.931 1.741 0.643
N: -0.581 -1.044 -0.559
O: 2.712 -0.441 -0.289
H: 0.329 -2.843 -0.062
H: 0.600 -1.430 1.096
H: 2.442 -2.213 -1.323
H: -1.659 1.492 -1.098
H: -2.564 1.435 0.502
H: -2.920 0.390 -0.738
H: -0.903 -0.373 1.219
H: 2.037 2.647 0.087
H: 1.738 1.905 1.693
H: -0.682 -1.227 -1.535

Atomic partial charges in e from the natural (NBO) method, atoms 1 to 8: 0.31 0.48 -0.31 -0.15 -0.74 -0.55 -0.43 -0.28

Order of stability, best first: model x, model w

Model w:
Density functional theory data (wB97M-V/def2-TZVPD) for an isolated molecule of CH3F2OP.

Properties
SMILES = COP(F)F

CARTESIAN COORDINATES (ANGSTROEM)
C: 1.006 0.491 -0.218
O: 0.041 -0.145 0.622
P: -0.992 -1.145 0.050
F: -2.269 0.022 -0.319
F: -1.562 -1.516 1.476
H: 1.876 1.031 0.225
H: 0.462 1.403 -0.728
H: 1.438 -0.141 -1.109

How positive or negative is each atom? The natural (NBO) charges in e answer that: -0.30 -0.82 1.70 -0.62 -0.57 0.22 0.20 0.19

Model x:
Density functional theory data (wB97M-V/def2-TZVPD) for a cluster of 2 separate species, CH3F2OP in total.

CARTESIAN COORDINATES (ANGSTROEM)
C: 0.366 0.951 -1.225
O: -0.160 -1.314 1.939
F: -0.305 2.094 -1.211
F: 1.503 1.051 -0.549
P: -1.216 -0.992 0.755
H: 0.387 0.519 -2.340
H: -0.094 -0.520 2.624
H: -0.481 -1.790 0.006

How positive or negative is each atom? The natural (NBO) charges in e answer that: 0.52 -0.98 -0.34 -0.33 0.62 0.13 0.50 -0.12

Order of stability, best first: model w, model x

Model w:
Density functional theory data (wB97M-V/def2-TZVPD) for a structure of composition C13H11N6O10P2SW.

Properties
net charge = +1

CARTESIAN COORDINATES (ANGSTROEM)
W: -0.539 0.515 0.515
N: -4.486 -0.295 1.872
C: -3.490 0.586 1.862
N: -2.536 0.081 1.099
C: -3.000 -1.133 0.705
N: -4.193 -1.403 1.147
C: -2.102 -2.037 -0.052
C: -2.481 -3.295 -0.472
N: -1.613 -4.097 -1.095
C: -0.385 -3.652 -1.278
C: 0.020 -2.380 -0.857
N: -0.856 -1.589 -0.263
H: -5.373 -0.220 2.348
H: -3.474 1.531 2.380
H: -3.485 -3.660 -0.302
H: 0.324 -4.307 -1.771
H: 1.026 -2.009 -0.994
O: 2.246 -1.592 2.590
P: 1.250 -0.484 2.175
O: -0.244 -0.810 2.200
O: 1.395 -0.157 0.658
O: 1.493 0.766 3.085
P: 0.194 1.811 3.399
O: 0.938 3.179 3.537
O: -0.541 1.372 4.570
O: -0.550 1.836 2.024
H: 2.759 -1.441 3.395
H: 1.418 3.415 2.725
O: 1.566 4.178 -1.033
S: 1.422 2.838 -0.582
O: 1.923 2.562 0.738
N: -0.208 2.298 -0.594
C: -0.384 1.278 -1.496
O: -1.523 0.686 -1.313
C: 0.833 0.912 -2.269
C: 0.999 0.000 -3.293
C: 2.279 -0.166 -3.817
C: 3.353 0.576 -3.341
C: 3.182 1.520 -2.331
C: 1.913 1.662 -1.815
H: 0.158 -0.557 -3.686
H: 2.433 -0.870 -4.623
H: 4.333 0.432 -3.774
H: 4.008 2.120 -1.973

Atomic partial charges in e from the natural (NBO) method, atoms 1 to 8: 1.96 -0.30 0.28 -0.53 0.32 -0.20 0.13 0.06

Model x:
Density functional theory data (wB97M-V/def2-TZVPD) for a structure of composition C13H11N6O10P2SW.

Properties
net charge = +1

CARTESIAN COORDINATES (ANGSTROEM)
W: -1.215 -0.115 0.589
N: -2.356 -2.381 -2.810
C: -2.489 -1.252 -2.119
N: -1.645 -1.309 -1.105
C: -1.032 -2.522 -1.227
N: -1.445 -3.206 -2.259
C: -0.052 -2.858 -0.212
C: 0.708 -4.015 -0.182
N: 1.591 -4.241 0.779
C: 1.719 -3.305 1.710
C: 0.967 -2.140 1.701
N: 0.076 -1.912 0.737
H: -2.846 -2.662 -3.646
H: -3.159 -0.440 -2.347
H: 0.586 -4.764 -0.955
H: 2.443 -3.475 2.495
H: 1.088 -1.390 2.468
O: -1.013 -0.280 2.838
P: -2.581 -0.864 2.891
O: -3.018 -1.547 4.082
O: -2.434 -1.537 1.517
O: -3.404 0.540 2.660
P: -3.044 1.443 1.385
O: -3.992 2.666 1.470
O: -3.160 0.601 0.115
O: -1.568 1.834 1.425
H: -0.800 0.508 3.363
H: -4.835 2.557 1.930
O: 2.772 1.142 1.926
S: 2.428 0.701 0.614
O: 2.910 -0.564 0.146
N: 0.763 0.728 0.428
C: 0.419 1.408 -0.661
O: -0.776 1.205 -1.032
C: 1.479 2.222 -1.261
C: 1.423 3.142 -2.291
C: 2.602 3.785 -2.646
C: 3.796 3.508 -1.988
C: 3.853 2.577 -0.955
C: 2.676 1.951 -0.615
H: 0.489 3.359 -2.791
H: 2.592 4.516 -3.443
H: 4.699 4.026 -2.284
H: 4.780 2.358 -0.443

Atomic partial charges in e from the natural (NBO) method, atoms 1 to 8: 1.78 -0.30 0.26 -0.52 0.30 -0.20 0.12 0.06

Order of stability, best first: model x, model w

Model w:
Density functional theory data (wB97M-V/def2-TZVPD) for a structure of composition C19H27N3O2.

CARTESIAN COORDINATES (ANGSTROEM)
C: -4.911 -0.898 -3.319
H: -5.569 -0.501 -4.232
O: -4.626 0.391 -2.822
C: -3.783 0.351 -1.558
C: -3.259 -0.653 -0.882
C: -2.482 -0.810 0.285
C: -2.169 0.312 0.965
C: -2.637 1.700 0.114
C: -3.365 1.591 -1.032
H: -3.867 2.450 -1.435
O: -2.323 2.661 0.644
C: -2.612 4.013 0.088
H: -3.827 4.279 0.252
H: -2.371 4.709 0.773
H: -2.265 4.201 -0.835
C: -1.344 0.363 2.055
C: -0.291 -0.206 2.486
C: 0.110 0.197 3.683
N: -0.826 1.219 3.855
N: -1.633 1.179 3.015
H: -2.296 2.058 3.037
H: 0.996 -0.241 4.207
C: 0.545 -1.325 1.447
N: 1.938 -0.968 1.423
C: 2.946 -1.707 0.881
C: 2.671 -2.609 -0.224
C: 2.977 -1.742 -1.300
C: 4.210 -0.949 -1.583
H: 4.984 -1.401 -0.596
H: 4.671 -0.996 -2.333
C: 3.938 0.556 -1.262
C: 3.469 1.037 0.228
H: 4.062 0.570 0.990
C: 2.016 0.485 0.677
H: 1.456 0.310 -0.308
H: 1.424 1.082 0.965
H: 3.403 2.170 0.216
H: 3.133 0.668 -1.799
H: 4.869 1.080 -1.329
H: 3.195 -2.710 -2.342
H: 1.988 -1.310 -1.583
H: 1.823 -3.365 -0.197
H: 3.564 -3.472 -0.072
H: 3.905 -1.410 1.357
H: 2.877 -2.552 1.885
H: 0.413 -2.111 2.080
H: -0.027 -1.340 0.647
H: -2.319 -1.637 0.774
H: -3.486 -1.777 -1.527
H: -3.840 -1.496 -3.693
H: -5.454 -1.447 -2.762

Atomic partial charges in e from the natural (NBO) method, atoms 1 to 8: -0.21 0.20 -0.53 0.39 -0.35 -0.15 -0.06 0.43

Model x:
Density functional theory data (wB97M-V/def2-TZVPD) for an isolated molecule of C19H27N3O2.

Properties
SMILES = CCN1CCN(CC(=O)c2c(C)n(C)c3ccc(OC)cc23)CC1

CARTESIAN COORDINATES (ANGSTROEM)
C: -4.270 -1.253 2.371
C: -3.791 -0.338 1.250
N: -2.912 -1.024 0.319
C: -1.604 -1.299 0.885
C: -0.762 -2.089 -0.109
N: -0.598 -1.297 -1.309
C: 0.377 -1.838 -2.227
C: 1.779 -1.871 -1.632
O: 2.513 -2.814 -1.880
C: 2.161 -0.784 -0.750
C: 3.139 -0.902 0.232
C: 4.007 -2.063 0.547
N: 3.197 0.236 0.971
C: 4.062 0.448 2.096
C: 2.272 1.134 0.487
C: 1.966 2.416 0.912
C: 0.997 3.123 0.228
C: 0.358 2.563 -0.883
O: -0.600 3.207 -1.623
C: -0.968 4.514 -1.263
C: 0.667 1.279 -1.310
C: 1.604 0.535 -0.608
C: -1.898 -1.069 -1.900
C: -2.751 -0.277 -0.916
H: -3.471 -1.480 3.072
H: -5.075 -0.771 2.920
H: -4.639 -2.184 1.950
H: -4.663 -0.003 0.681
H: -3.305 0.559 1.679
H: -1.727 -1.885 1.797
H: -1.070 -0.362 1.131
H: 0.219 -2.293 0.323
H: -1.260 -3.052 -0.323
H: 0.410 -1.202 -3.118
H: 0.137 -2.865 -2.560
H: 3.926 -2.335 1.600
H: 5.050 -1.828 0.333
H: 3.718 -2.905 -0.075
H: 3.668 -0.037 2.994
H: 4.151 1.516 2.288
H: 5.055 0.047 1.889
H: 2.461 2.869 1.758
H: 0.750 4.118 0.561
H: -1.725 4.816 -1.986
H: -0.120 5.205 -1.322
H: -1.398 4.552 -0.256
H: 0.159 0.893 -2.174
H: -1.782 -0.492 -2.821
H: -2.409 -2.018 -2.144
H: -3.739 -0.102 -1.349
H: -2.265 0.698 -0.737

Atomic partial charges in e from the natural (NBO) method, atoms 1 to 8: -0.61 -0.21 -0.44 -0.23 -0.23 -0.45 -0.31 0.58

Order of stability, best first: model x, model w